No. 1
9
Properties=species:S:1:pos:R:3 method="wB97M-V/def2-TZVPD" largest_force_ha_per_bohr=0.10267 de_lowest_ev=7.963 e_lumo_ev=0.70
H 2.388 -0.445 0.236
F -2.479 0.765 -0.365
H 0.138 -0.124 -1.397
N -1.562 -0.118 0.291
O 0.876 1.243 0.120
C 0.321 0.195 -0.473
C 1.377 -0.007 0.486
F -1.900 -1.296 -0.335
H 0.842 -0.214 1.437



No. 2
10
Properties=species:S:1:pos:R:3 method="wB97M-V/def2-TZVPD" largest_force_ha_per_bohr=0.10719 de_lowest_ev=2.734 e_lumo_ev="-0.10 / -0.10"
F -1.734 1.461 0.238
N 0.971 0.109 0.738
C -0.971 1.164 -0.796
O -0.523 -1.266 -1.043
C -0.314 -0.146 -0.729
F -1.765 1.077 -1.968
H -0.355 2.057 -1.118
H 1.770 0.553 0.243
H 0.805 -1.579 1.580
O 1.367 -1.213 0.939



No. 3
10
Properties=species:S:1:pos:R:3 method="wB97M-V/def2-TZVPD" smiles="NC(=O)C(F)(F)S" largest_force_ha_per_bohr=0.12683 de_lowest_ev=0.054 e_lumo_ev=0.66
H 1.160 -0.524 1.569
F -0.223 1.383 1.170
H 1.886 -1.714 0.467
C 0.398 -0.472 -0.325
O 0.524 -0.719 -1.502
F -1.578 -0.215 0.972
C -0.737 0.497 0.274
N 1.237 -0.892 0.560
S -1.760 1.267 -1.035
H -0.908 1.388 -2.150



No. 4
10
Properties=species:S:1:pos:R:3 method="wB97M-V/def2-TZVPD" smiles="O=C([O-])C[SiH](F)F" largest_force_ha_per_bohr=0.04802 de_lowest_ev=0.381 total_charge=-1 e_lumo_ev=4.16
H 1.570 0.561 0.052
F -2.095 0.450 -0.849
C 0.690 0.041 -0.427
O 0.297 -1.789 1.131
C 0.878 -1.476 0.100
O 1.768 -2.055 -0.549
H -1.002 2.451 0.295
H 0.634 0.296 -1.515
Si -0.935 0.859 0.232
F -1.805 0.662 1.529



No. 5
8
Properties=species:S:1:pos:R:3 method="wB97M-V/def2-TZVPD" smiles=C#C.FPF largest_force_ha_per_bohr=0.06914 de_lowest_ev=1.756 e_lumo_ev=0.77
C 0.892 0.560 -0.908
H -0.274 -1.242 -0.099
C 0.340 -0.398 -0.401
P -2.709 0.123 0.541
H -3.228 -0.634 1.609
F -3.977 0.749 -0.187
H 1.519 1.231 -1.377
F -2.591 -1.140 -0.435



No. 6
10
Properties=species:S:1:pos:R:3 method="wB97M-V/def2-TZVPD" largest_force_ha_per_bohr=0.05428 de_lowest_ev=1.321 e_lumo_ev=0.37
H 2.681 -0.401 -2.017
F 0.636 1.001 1.035
H -2.579 1.626 0.230
F 1.071 1.911 -0.798
F 2.749 1.142 0.400
I -3.182 0.235 0.181
H 0.299 -0.834 -0.132
C 1.275 -0.488 -0.549
C 1.482 0.919 -0.012
N 1.978 -1.035 -1.462